1.
This record from the OMol25 dataset describes C8H6Cl2N5O2Sn as an isolated structure. The level of theory is wB97M-V/def2-TZVPD.

Last column: Löwdin charge in e.
CARTESIAN COORDINATES (ANGSTROEM)
Sn (-1.1491, -1.4404, -1.2266)  1.24
N (2.8592, 0.4618, -1.1696)  0.07
C (1.8866, -0.0480, -1.9146)  -0.14
N (0.9680, -0.5507, -1.1062)  -0.03
C (1.4577, -0.3089, 0.1468)  -0.30
N (2.6103, 0.3027, 0.1458)  0.18
C (0.6991, -0.7353, 1.3220)  -0.18
C (1.0990, -0.5093, 2.6296)  -0.02
N (0.3553, -0.9084, 3.6547)  0.13
C (-0.7820, -1.5321, 3.3812)  -0.06
C (-1.1932, -1.7712, 2.0744)  -0.07
N (-0.4456, -1.3717, 1.0527)  -0.02
H (3.7045, 0.9236, -1.4709)  0.18
H (1.8615, -0.0254, -2.9913)  0.14
H (2.0261, 0.0075, 2.8428)  0.13
H (-1.3894, -1.8555, 4.2164)  0.13
H (-2.1232, -2.2798, 1.8557)  0.13
Cl (-0.0560, 2.6849, -1.9174)  0.66
C (-1.5558, 1.9008, -2.4249)  -0.93
Cl (-1.2146, 0.5311, -3.5367)  0.59
C (-2.3388, 1.4383, -1.1841)  -0.72
O (-3.2227, 2.1356, -0.7831)  0.14
O (-1.9139, 0.3357, -0.6073)  -0.32
H (-2.1428, 2.6149, -2.9893)  0.08

## Properties
F_max	0.11	eV/Å
orbital gap	9.19	eV
total energy	-50810.2392	eV
ΔE to the lowest compared entry with this formula, charge and spin	0.00	kcal per mole
highest occupied orbital energy	-13.4	eV
charge	+1

---

2.
This record from the OMol25 dataset describes CH2I2O as an isolated structure in a non-equilibrium geometry. The level of theory is wB97M-V/def2-TZVPD.

Last column: Löwdin charge in e.
CARTESIAN COORDINATES (ANGSTROEM)
C (-0.1427, -0.0999, -0.6517)  -1.25
O (1.2242, 0.0273, 0.9507)  -0.33
I (-1.3410, 1.5225, -0.3440)  0.83
I (-0.8273, -1.9179, -0.0868)  0.88
H (0.5010, 0.1483, -1.4381)  -0.05
H (0.5857, 0.3196, 1.5699)  -0.09

## Properties
F_max	4.51	eV/Å
orbital gap	8.79	eV
total energy	-19314.7278	eV
ΔE to the lowest compared entry with this formula, charge and spin	64.90	kcal per mole
highest occupied orbital energy	-9.5	eV

---

3.
This record from the OMol25 dataset describes one molecule with the formula C4H8N2 in a non-equilibrium geometry. The level of theory is wB97M-V/def2-TZVPD.

Last column: Löwdin charge in e.
CARTESIAN COORDINATES (ANGSTROEM)
C (-1.7725, 0.2768, 0.1222)  -0.10
C (-0.5594, -0.6520, -0.0442)  -0.22
C (0.7899, -0.0162, 0.3305)  -0.42
N (1.8905, -0.9036, -0.0072)  0.04
C (0.8022, 1.3403, -0.2877)  -0.20
N (0.6754, 2.3859, -0.7670)  0.15
H (-1.4960, 1.2347, 0.5753)  0.07
H (-2.5646, -0.1951, 0.7142)  0.07
H (-2.2027, 0.5237, -0.8496)  0.07
H (-0.6714, -1.5453, 0.5698)  0.11
H (-0.4764, -0.9905, -1.0830)  0.11
H (0.8313, 0.1314, 1.4160)  0.15
H (1.9711, -1.0444, -1.0094)  0.08
H (2.7826, -0.5458, 0.3200)  0.08

## Properties
F_max	1.08	eV/Å
orbital gap	11.25	eV
total energy	-7257.5036	eV
ΔE to the lowest compared entry with this formula, charge and spin	8.57	kcal per mole
highest occupied orbital energy	-10.4	eV
SMILES	CC[C@@H](N)C#N

---

What is the total energy in the third record?
-7257.5036 eV

---

Among the records above, which one has the lowest highest occupied orbital energy?
C8H6Cl2N5O2Sn

---

Among the records above, which one has the lowest F_max?
C8H6Cl2N5O2Sn